The following is a DFT calculation (the ωB97M-V functional and the def2-TZVPD basis) of a cluster of 14 separate species, C21H55N13O31S in total at a distorted geometry.

Structure (XYZ):
```
121
Properties=species:S:1:pos:R:3:forces:R:3:lowdin_charge:R:1
C 6.87539 0.21088 -4.41911 0.390 0.947 -0.046 0.040
C 6.64812 1.51414 -5.15418 1.486 -1.601 5.356 -0.640
O 6.50775 1.53538 -6.28415 -1.245 0.510 -6.900 0.172
O 6.67124 2.59823 -4.38267 -0.636 0.625 1.533 0.008
C 5.52196 3.44194 -4.57393 -0.073 0.274 -0.687 -0.143
C 4.21444 2.67200 -4.73527 0.166 0.884 0.310 -0.184
C 3.00589 3.46476 -4.21877 0.043 -0.772 -0.377 -0.182
C 1.81074 2.50380 -4.21560 0.528 -0.113 0.016 -0.202
C 1.57030 1.96845 -5.62681 -0.392 -0.025 0.601 -0.185
C 0.19539 1.37542 -5.87399 0.985 0.079 -0.078 -0.228
O 0.12382 0.03033 -5.31451 -0.386 0.297 1.390 -0.335
S -0.89256 -0.02770 -4.00867 -0.519 1.940 -0.533 0.894
O -1.32427 -1.38508 -4.00179 -0.079 -1.838 0.115 -0.413
O -0.01987 0.18971 -2.64917 0.361 -0.292 -1.006 -0.251
H 5.91076 -0.25989 -4.29984 -0.217 -0.299 0.086 0.083
H 7.33624 0.40512 -3.46497 0.061 -0.162 0.390 0.081
H 7.52362 -0.36747 -5.05486 0.084 -0.534 -0.064 0.084
H 5.46686 4.13612 -3.75005 0.275 -0.029 0.472 0.123
H 5.68936 4.02265 -5.47323 -0.032 0.277 -0.181 0.109
H 4.12620 2.45474 -5.78653 -0.289 -0.328 -0.271 0.085
H 4.20676 1.74140 -4.17350 0.343 -0.259 0.080 0.124
H 3.23615 3.79982 -3.22175 -0.034 0.165 0.564 0.108
H 2.81759 4.34785 -4.81926 -0.078 0.167 -0.262 0.116
H 0.92879 2.93058 -3.75039 -0.259 0.227 -0.080 0.113
H 2.11361 1.65822 -3.60317 -0.188 -0.100 0.392 0.098
H 1.80089 2.77996 -6.30576 -0.229 -0.008 -0.561 0.103
H 2.26892 1.15889 -5.79201 0.337 -0.065 -0.370 0.115
H -0.57107 2.01802 -5.45385 -0.367 -0.039 0.020 0.102
H 0.04201 1.23367 -6.93203 -0.236 0.040 -0.326 0.119
H 0.56340 -0.58137 -2.57393 0.234 -0.131 0.344 0.071
C -1.80740 -4.64777 -3.61331 -0.056 0.165 0.165 0.061
N -1.84215 -6.13304 -3.70075 -0.035 0.009 0.234 -0.427
O -2.30283 -6.82435 -2.81339 -0.108 0.401 0.454 0.040
O -1.39423 -6.59119 -4.71908 0.325 -0.307 -0.784 0.059
H -2.21118 -4.27734 -2.67962 -0.072 -0.279 0.127 0.101
H -0.76351 -4.36534 -3.72017 -0.022 0.045 -0.108 0.083
H -2.39724 -4.29847 -4.45533 0.093 0.110 -0.043 0.108
C 0.58556 -8.17715 -6.58556 -0.084 -0.119 0.128 0.035
N 1.05906 -8.44246 -7.97040 -0.163 -0.056 0.493 -0.465
O 0.95851 -9.56748 -8.39135 -0.031 -0.493 -0.243 0.075
O 1.51345 -7.50444 -8.57824 0.238 0.518 -0.303 0.059
H 0.20735 -9.10014 -6.16525 0.002 -0.059 -0.052 0.095
H 1.43310 -7.81060 -6.01537 -0.007 0.127 -0.025 0.101
H -0.19745 -7.43088 -6.64465 0.063 0.109 0.005 0.076
C 0.48489 0.64239 4.53616 -0.082 0.469 -0.006 0.025
N 0.74567 2.07838 4.82559 0.050 -0.481 -0.113 -0.432
O -0.14422 2.87198 4.63164 -0.453 0.414 -0.010 0.065
O 1.84368 2.36233 5.24451 0.430 0.098 -0.035 0.049
H -0.52286 0.54207 4.17641 -0.111 0.167 -0.027 0.073
H 1.19945 0.32918 3.78384 0.117 -0.053 0.109 0.104
H 0.62534 0.09620 5.45971 0.162 -0.018 0.014 0.098
C 5.16733 3.53512 -9.36968 0.133 -0.143 -0.179 0.056
N 4.04611 3.69038 -8.40754 0.358 -0.206 -0.455 -0.445
O 3.06019 3.01405 -8.57776 -0.452 -0.261 -0.016 0.070
O 4.20183 4.48438 -7.51458 0.007 0.459 0.522 0.066
H 4.88859 2.79431 -10.10804 -0.080 -0.032 0.020 0.095
H 5.33560 4.50218 -9.83280 0.055 0.055 0.095 0.101
H 6.03691 3.21281 -8.80340 0.000 0.082 0.066 0.099
C 1.59251 -3.34541 -6.22326 -0.037 0.071 -0.285 0.054
N 2.30760 -3.34702 -4.92090 -0.281 0.083 -0.555 -0.458
O 3.16684 -2.51961 -4.75467 0.424 0.360 0.242 0.071
O 1.97073 -4.18399 -4.11538 -0.173 -0.337 0.433 0.050
H 1.99202 -2.55023 -6.83948 0.060 0.068 0.071 0.096
H 1.76185 -4.31188 -6.68840 -0.107 -0.082 0.061 0.099
H 0.53860 -3.18002 -6.01876 -0.017 -0.088 0.043 0.093
C 1.86312 3.64458 8.02121 0.098 0.136 -0.097 0.047
N 2.35139 2.93907 9.23464 -0.149 0.393 -0.365 -0.460
O 3.05640 3.55628 9.99770 0.309 0.240 0.391 0.063
O 2.00721 1.79242 9.37358 -0.158 -0.591 0.085 0.068
H 2.24748 4.65603 8.02826 0.061 0.006 0.045 0.077
H 2.22806 3.09924 7.15443 -0.143 0.048 0.154 0.070
H 0.77805 3.64394 8.05685 -0.017 -0.096 -0.058 0.105
C 1.62546 7.64291 9.52681 0.124 0.074 0.173 0.048
N 1.56278 7.36508 8.06633 -0.084 0.130 0.537 -0.470
O 2.53459 7.63156 7.40734 0.456 0.070 -0.429 0.076
O 0.53394 6.88744 7.64659 -0.341 -0.211 -0.169 0.054
H 2.59570 8.06434 9.75623 0.052 -0.005 -0.069 0.095
H 0.83178 8.34544 9.75951 -0.101 -0.087 0.003 0.100
H 1.47965 6.70026 10.04573 -0.103 -0.004 -0.005 0.097
C -1.60480 -7.27955 0.49861 -0.234 -0.077 -0.433 0.053
N -1.37244 -6.08712 1.35523 -0.211 -0.754 -0.447 -0.442
O -1.62559 -4.98979 0.91717 0.083 0.293 0.094 0.080
O -0.95594 -6.34555 2.46223 0.186 0.347 0.448 0.055
H -1.99593 -6.99313 -0.47178 0.055 0.227 0.077 0.065
H -0.65503 -7.79426 0.39284 -0.010 -0.049 0.134 0.106
H -2.32665 -7.89265 1.02878 0.110 -0.114 0.062 0.104
C -0.36322 -3.86429 3.94805 -0.202 -0.056 0.091 0.038
N -0.04821 -2.43331 4.18834 -0.463 -0.663 -0.141 -0.425
O -0.92865 -1.62039 4.00041 -0.201 -0.073 -0.087 0.055
O 1.06715 -2.18128 4.57048 0.553 0.175 0.132 0.070
H -1.38940 -3.94920 3.62412 -0.059 0.096 -0.063 0.083
H 0.31148 -4.23651 3.18804 0.116 0.017 0.049 0.091
H -0.20947 -4.37535 4.89340 0.120 -0.079 -0.038 0.109
C -3.23868 2.98285 5.74408 0.108 0.031 -0.203 0.047
N -4.55225 2.58399 6.31582 0.496 0.162 -0.274 -0.446
O -5.41724 2.23663 5.55159 -0.511 -0.139 -0.328 0.071
O -4.66457 2.63663 7.51677 -0.109 0.009 0.525 0.052
H -3.28452 2.88663 4.66732 -0.058 -0.037 -0.023 0.095
H -3.05581 4.01301 6.03338 0.049 -0.025 0.114 0.107
H -2.48631 2.32085 6.15896 0.024 0.062 0.100 0.092
C -8.05328 4.66309 6.02737 -0.168 -0.152 -0.082 0.044
N -7.74561 6.08819 6.32039 -0.135 -0.463 -0.103 -0.467
O -8.61833 6.89895 6.14076 -0.405 0.444 -0.072 0.075
O -6.63295 6.33217 6.72071 0.539 0.099 0.186 0.059
H -9.07607 4.59206 5.67981 -0.039 0.096 0.001 0.093
H -7.36002 4.32990 5.26185 0.104 -0.058 0.094 0.090
H -7.91693 4.10332 6.94704 0.152 -0.033 -0.020 0.100
C -4.80783 3.50515 10.61755 0.093 0.171 -0.108 0.043
N -4.41164 2.73208 11.82506 -0.091 0.369 -0.355 -0.466
O -3.64231 3.25196 12.59614 0.367 0.202 0.380 0.066
O -4.89019 1.63279 11.94867 -0.245 -0.561 0.067 0.066
H -4.30554 4.46410 10.64016 0.040 0.009 0.086 0.095
H -4.50674 2.93236 9.74695 -0.132 -0.051 0.044 0.066
H -5.88499 3.63164 10.64934 -0.035 -0.121 -0.048 0.102
C -4.75908 -7.71624 -4.55940 -0.032 -0.224 0.046 0.040
N -5.82088 -7.02084 -5.33381 0.295 -0.307 0.242 -0.463
O -6.91384 -7.52620 -5.36655 -0.545 -0.201 -0.044 0.078
O -5.50715 -5.98982 -5.87782 0.185 0.527 -0.241 0.062
H -5.17613 -8.61757 -4.12848 -0.085 -0.006 -0.017 0.098
H -3.95327 -7.95363 -5.24694 0.069 0.123 0.013 0.098
H -4.42481 -7.03780 -3.78485 0.045 0.049 -0.017 0.075
```
Positions in Å, forces in eV/Å.

Summary:
Gap between HOMO and LUMO in eV: 9.97
Total energy in eV: -116310.66551
HOMO level in eV: -10.55


The following is a DFT calculation (the ωB97M-V functional and the def2-TZVPD basis) of a structure of composition C27H52BrGeKN3O9P at a distorted geometry.

Structure (XYZ):
```
95
Properties=species:S:1:pos:R:3:forces:R:3:lowdin_charge:R:1
K -0.55722 -0.63158 0.26166 0.876 0.440 -0.266 0.702
N 3.66987 -2.75277 -0.06359 0.112 0.205 -0.057 0.012
C 3.98337 -3.08687 1.31217 0.083 -0.209 0.322 -0.213
C 2.79830 -3.26398 2.27116 -0.085 0.358 -0.199 -0.512
O 2.92919 -2.99205 3.46439 0.028 -0.184 -0.052 0.021
N 1.64336 -3.67296 1.66024 0.072 -0.165 0.053 0.068
C 0.63876 -4.04648 2.48810 0.102 -0.006 0.108 -0.136
C -0.35274 -2.60986 3.00889 -0.261 -0.505 0.595 -0.604
O -1.07014 -2.94929 3.91842 0.000 -0.109 0.041 0.071
O -0.12954 -1.63061 2.33847 0.256 0.349 0.326 -0.113
H 3.25111 -1.82679 -0.07743 0.068 -0.126 0.024 0.014
H 2.94350 -3.37983 -0.37867 -0.129 -0.143 -0.037 0.033
H 4.64528 -2.32844 1.74126 -0.087 -0.044 -0.029 0.102
H 4.54680 -4.02856 1.33385 -0.018 0.048 0.007 0.109
H 0.89017 -4.41731 3.48445 0.018 -0.012 -0.107 0.102
H -0.17909 -4.57029 1.99593 0.015 -0.069 -0.006 0.093
C -3.98436 -1.23319 1.69803 -0.116 0.068 -0.063 -0.021
C -3.99221 -0.54954 0.32975 0.091 -0.061 0.025 -0.716
C -3.89090 0.96614 0.49904 -0.113 0.035 0.076 -0.029
C -5.26939 -0.90746 -0.42907 -0.084 0.016 0.139 -0.063
O -2.85205 -1.03310 -0.35397 -0.524 -0.130 -0.085 -0.456
Ge -2.46254 -0.69154 -2.15705 -0.384 -0.040 -0.585 0.917
O -1.38489 0.80033 -1.73342 -0.077 0.153 -0.196 -0.403
C -1.16902 1.82175 -2.69018 0.202 -0.071 0.197 -0.715
C -0.07760 2.72148 -2.10345 -0.104 -0.063 -0.115 -0.032
C -2.44336 2.63247 -2.90486 0.021 0.101 -0.044 -0.053
C -0.68495 1.23257 -4.01820 -0.112 0.188 0.006 -0.048
O -0.91728 -1.76566 -2.06877 0.106 -0.088 -0.046 -0.404
C -0.89392 -3.16749 -2.28305 0.145 0.114 -0.006 -0.708
C -1.47231 -3.89203 -1.06883 0.049 -0.101 -0.053 -0.026
C -1.66303 -3.54044 -3.54929 0.049 -0.126 0.012 -0.067
C 0.58222 -3.54706 -2.44671 -0.185 -0.017 0.001 -0.033
H -4.82383 -0.90039 2.31212 -0.043 0.022 0.015 0.083
H -3.06122 -1.01704 2.23478 0.084 0.037 0.019 0.078
H -4.05091 -2.31405 1.57769 0.003 -0.059 -0.032 0.088
H -4.74533 1.35420 1.05988 -0.030 0.000 0.021 0.085
H -3.86396 1.45783 -0.47223 -0.002 0.023 -0.085 0.066
H -2.97977 1.23796 1.03284 0.073 -0.011 0.024 0.072
H -6.15163 -0.60103 0.13682 -0.039 0.015 0.025 0.080
H -5.31850 -1.98404 -0.58674 0.019 -0.096 -0.015 0.082
H -5.29932 -0.42089 -1.40225 0.021 0.051 -0.075 0.053
H -0.39702 3.09342 -1.13108 -0.065 0.023 0.084 0.069
H 0.14400 3.57148 -2.75215 -0.007 0.042 -0.060 0.089
H 0.83465 2.14217 -1.96323 0.087 -0.046 0.024 0.065
H -2.77907 3.05710 -1.95938 -0.016 0.008 0.086 0.077
H -3.23879 2.00441 -3.30444 -0.045 -0.072 -0.020 0.065
H -2.26534 3.45169 -3.60422 -0.011 0.049 -0.058 0.079
H 0.18416 0.61069 -3.84116 0.185 -0.148 0.044 0.060
H -0.41965 2.01924 -4.72768 0.021 0.061 -0.012 0.084
H -1.45644 0.61262 -4.47113 -0.095 -0.059 -0.036 0.059
H -2.49941 -3.58519 -0.88868 -0.106 0.046 -0.002 0.076
H -0.88654 -3.65484 -0.18058 0.059 0.030 0.079 0.070
H -1.44145 -4.97485 -1.20790 -0.001 -0.049 -0.021 0.088
H -2.72433 -3.32006 -3.44976 -0.086 0.034 0.041 0.056
H -1.55398 -4.60634 -3.76002 0.001 -0.042 -0.017 0.080
H -1.28116 -2.97655 -4.40016 0.041 0.055 -0.046 0.081
H 1.12528 -3.29974 -1.53553 0.018 0.039 0.080 0.057
H 1.01920 -2.99928 -3.28241 0.014 0.040 -0.049 0.082
H 0.70678 -4.61566 -2.62758 -0.031 -0.063 -0.018 0.086
Br 4.52704 1.79990 -4.73583 -0.014 -0.016 0.029 0.733
C 3.86027 1.14918 -3.08787 -0.077 -0.064 0.117 -0.684
C 4.35806 1.64470 -1.89456 0.002 -0.020 -0.029 -0.104
C 3.83287 1.12986 -0.71792 0.152 0.170 -0.011 -0.131
N 2.88184 0.20784 -0.67336 -0.081 0.053 0.111 0.064
C 2.41031 -0.23943 -1.82840 -0.138 0.028 -0.259 -0.134
C 2.86860 0.18645 -3.06851 0.050 0.100 0.026 -0.099
H 5.13338 2.39644 -1.87401 -0.001 0.017 -0.004 0.099
H 4.19732 1.48671 0.23749 0.047 0.034 0.062 0.104
H 1.60464 -0.95911 -1.77465 -0.087 -0.160 -0.111 0.091
H 2.44585 -0.21362 -3.97626 -0.015 -0.029 -0.063 0.104
C 0.69725 5.13251 0.91116 0.005 0.006 -0.009 -0.081
C 1.78899 4.08714 0.82985 0.281 -0.052 0.115 -0.322
O 1.76321 3.19623 1.95005 -0.215 -0.037 -0.078 -0.304
P 0.84666 1.82599 1.77114 0.227 0.103 0.306 0.849
O -0.63248 2.30242 2.23346 0.022 0.057 -0.107 -0.323
C -0.90712 2.78263 3.55660 0.041 0.002 0.074 -0.285
C -2.24413 3.49258 3.53153 0.080 -0.042 0.033 -0.071
O 1.32016 1.11099 3.13656 0.020 0.073 -0.049 -0.292
C 2.31507 0.06609 3.08681 -0.109 -0.033 0.121 -0.293
C 3.68329 0.61120 3.42441 0.031 -0.033 0.039 -0.064
H 0.78264 5.83209 0.07992 0.014 0.040 -0.065 0.075
H 0.77766 5.69173 1.84201 0.013 0.032 0.073 0.077
H -0.28879 4.67442 0.87154 -0.067 -0.071 -0.004 0.060
H 2.77789 4.56062 0.84868 -0.143 -0.045 -0.038 0.114
H 1.71264 3.50787 -0.09521 -0.023 0.048 -0.061 0.074
H -0.09944 3.45350 3.86844 -0.087 -0.022 -0.004 0.113
H -0.91436 1.92399 4.23212 -0.035 0.082 -0.001 0.119
H -2.21646 4.34624 2.85534 0.017 0.031 -0.047 0.070
H -2.50217 3.85280 4.52777 0.019 -0.001 0.052 0.073
H -3.02989 2.81693 3.19802 -0.022 -0.048 -0.033 0.068
H 2.30440 -0.40106 2.10044 0.006 -0.007 -0.060 0.084
H 1.99886 -0.68979 3.80294 0.041 0.044 -0.062 0.109
H 4.00853 1.35494 2.69847 0.001 0.071 -0.080 0.056
H 4.40428 -0.20601 3.43994 0.011 -0.063 -0.010 0.071
H 3.68132 1.08259 4.40680 -0.035 0.018 0.042 0.078
```
Positions in Å, forces in eV/Å.

Summary:
Gap between HOMO and LUMO (spin up / spin down) in eV: 6.86 / 6.48
Total charge: -1
Spin multiplicity: 2
Expectation value of S²: 0.76
Total energy in eV: -203919.19503
HOMO level (spin up / spin down) in eV: -4.82 / -4.82